P | ORCA calculation (ωB97M-V/def2-TZVPD) on an isolated ion of composition C5H14N3 and charge +1.

Each atom is followed by the atoms it is bonded to, with distances in Å.
Element x y z (Å)
1 C 1.49748 -0.81402 0.42691  C2 1.418, C5 1.325, N6 1.524
2 C 1.84986 -2.16307 0.16988  C1 1.418, H9 1.125, H10 1.055, H11 1.140
3 C -0.54912 -0.16813 -0.84298  N6 1.520, N8 1.456, H12 1.062, H14 1.180
4 C -2.35703 0.89225 0.55397  N8 1.441, H15 1.247, H16 1.130, H17 1.116
5 C 1.50550 -0.04395 1.50548  C1 1.325, H18 1.070, H19 1.111
6 N 0.96724 -0.07930 -0.79840  C1 1.524, C3 1.520, H13 1.032, H20 1.044
7 N -0.57908 2.02766 -0.34921  N8 1.440, H21 1.000, H22 1.049
8 N -0.96598 0.75525 0.20303  C3 1.456, C4 1.441, N7 1.440
9 H 0.95649 -2.58399 -0.36792  C2 1.125
10 H 2.72195 -2.14983 -0.42396  C2 1.055
11 H 2.03479 -2.83926 1.06925  C2 1.140
12 H -0.84368 0.10652 -1.82614  C3 1.062
13 H 1.25898 -0.34402 -1.75210  N6 1.032
14 H -0.75623 -1.32074 -0.69459  C3 1.180
15 H -3.00681 1.24348 -0.45057  C4 1.247
16 H -2.78719 -0.10558 0.86357  C4 1.130
17 H -2.44712 1.58688 1.42324  C4 1.116
18 H 1.74940 -0.37740 2.49214  C5 1.070
19 H 1.17081 1.00687 1.36718  C5 1.111
20 H 1.12460 0.94300 -0.65519  N6 1.044
21 H -0.14336 2.59420 0.34986  N7 1.000
22 H -1.40665 2.42696 -0.85545  N7 1.049

Results
HOMO energy = -13.61 eV
SMILES string = C=C(C)[NH2+]CN(C)N
total charge = +1

***

Q | ORCA calculation (ωB97M-V/def2-TZVPD) on a 2-piece molecular cluster, C5H14N3 overall.

Each atom is followed by the atoms it is bonded to, with distances in Å.
Element x y z (Å)
1 C -1.22495 1.10906 -0.96454  N6 1.290, N8 1.292
2 C 1.69505 0.41578 0.59364  C5 1.528, H9 1.086, H10 1.090, H11 1.086
3 C 0.60458 -1.41516 1.95931  C5 1.544, H12 1.086, H13 1.087, H14 1.087
4 C -0.04529 -1.42528 -0.99955  N7 1.420, H15 1.094, H16 1.094, H17 1.092
5 C 0.36867 -0.18018 1.06286  C2 1.528, C3 1.544, N7 1.426, H18 1.097
6 N -1.28027 1.06270 -2.25265  C1 1.290, H19 1.011, H20 1.017
7 N -0.54239 -0.61864 0.05749  C4 1.420, C5 1.426
8 N -1.57941 2.05643 -0.16029  C1 1.292, H21 1.017, H22 1.011
9 H 2.30949 -0.32665 0.09316  C2 1.086
10 H 1.51894 1.24767 -0.08811  C2 1.090
11 H 2.24967 0.78475 1.45090  C2 1.086
12 H 1.07957 -1.09609 2.88212  C3 1.086
13 H 1.25490 -2.12913 1.46130  C3 1.087
14 H -0.34008 -1.89685 2.19770  C3 1.087
15 H 0.81671 -1.02119 -1.53816  C4 1.094
16 H 0.26931 -2.37189 -0.55011  C4 1.094
17 H -0.85542 -1.66450 -1.69086  C4 1.092
18 H -0.16727 0.55222 1.67931  C5 1.097
19 H -0.97055 0.24121 -2.75335  N6 1.011
20 H -1.67364 1.82242 -2.80277  N6 1.017
21 H -2.00546 2.92417 -0.47569  N8 1.017
22 H -1.48217 1.92914 0.83829  N8 1.011

Results
HOMO energy = -13.50 eV
total charge = +1

***

R | ORCA calculation (ωB97M-V/def2-TZVPD) on a 2-piece molecular cluster, C5H14N3 overall.

Each atom is followed by the atoms it is bonded to, with distances in Å.
Element x y z (Å)
1 C -1.85521 -0.04118 0.22063  C2 1.552, N6 1.458, N7 1.393, N8 1.499
2 C -1.64067 -1.17930 1.25361  C1 1.552, H9 1.102, H10 1.116, H11 1.035
3 C 1.97222 0.53777 0.92513  C5 1.548, H12 1.052, H13 1.088, H14 1.068
4 C 2.02658 0.74030 -1.73076  C5 1.495, H15 1.086, H16 1.097, H17 1.131
5 C 1.60727 0.02252 -0.48789  C3 1.548, C4 1.495, H18 1.095
6 N -1.63718 -0.19740 -1.21220  C1 1.458, N8 1.418, H19 1.003
7 N -2.68643 1.01859 0.57546  C1 1.393, H20 0.977, H21 1.025
8 N -0.61400 0.44193 -0.46658  C1 1.499, N6 1.418, H22 1.062
9 H -1.99563 -0.88973 2.25585  C2 1.102
10 H -0.53061 -1.12769 1.15437  C2 1.116
11 H -2.09448 -2.07673 1.00719  C2 1.035
12 H 2.84687 1.11448 0.82468  C3 1.052
13 H 1.13608 1.14978 1.25749  C3 1.088
14 H 2.12783 -0.35113 1.49562  C3 1.068
15 H 1.90286 1.80228 -1.54230  C4 1.086
16 H 1.58445 0.24213 -2.60233  C4 1.097
17 H 3.13319 0.74365 -1.96311  C4 1.131
18 H 1.33470 -1.03745 -0.51703  C5 1.095
19 H -1.52306 -1.18696 -1.32685  N6 1.003
20 H -2.41804 1.47448 1.39629  N7 0.977
21 H -3.70357 0.89912 0.61883  N7 1.025
22 H -0.62325 1.46614 -0.74692  N8 1.062

Results
HOMO energy = -13.47 eV
total charge = +1

***

S | ORCA calculation (ωB97M-V/def2-TZVPD) on a 2-piece molecular cluster, C5H14N3 overall.

Each atom is followed by the atoms it is bonded to, with distances in Å.
Element x y z (Å)
1 C -3.07995 1.00592 -0.14774  C2 1.516, H9 1.092, H10 1.092, H11 1.083
2 C -1.70835 0.43021 0.14605  C1 1.516, C3 1.548, H12 1.101, H21 1.116
3 C -0.55373 1.44022 -0.06130  C2 1.548, C4 1.518, H13 1.081, H14 1.077
4 C 0.75559 0.73798 0.25014  C3 1.518, C5 1.438, N7 1.303
5 C 1.79380 0.62456 -0.73766  C4 1.438, N6 1.361, H15 1.091
6 N 3.04022 0.10420 -0.57240  C5 1.361, H16 1.013, H17 1.016
7 N 0.89391 0.22125 1.43809  C4 1.303, H18 1.029
8 N 0.50489 -3.15829 0.45813  H19 1.007, H20 1.011, H22 1.013
9 H -3.02133 2.08789 -0.01150  C1 1.092
10 H -3.48131 0.87153 -1.15441  C1 1.092
11 H -3.89960 0.81337 0.53337  C1 1.083
12 H -1.43432 -0.46468 -0.43314  C2 1.101
13 H -0.55517 1.85400 -1.06033  C3 1.081
14 H -0.69982 2.18577 0.70194  C3 1.077
15 H 1.81285 1.26959 -1.61704  C5 1.091
16 H 3.38163 -0.84454 -0.66993  N6 1.013
17 H 3.72369 0.80735 -0.83802  N6 1.016
18 H 1.79698 -0.26586 1.35525  N7 1.029
19 H 1.15046 -2.54184 0.92481  N8 1.007
20 H 0.61975 -3.22786 -0.54383  N8 1.011
21 H -1.69042 0.14390 1.22407  C2 1.116
22 H 0.65023 -4.09467 0.81546  N8 1.013

Results
HOMO energy = -13.30 eV
total charge = +1

***

Which structure wins on stability? Q wins.

***

P | ORCA calculation (ωB97M-V/def2-TZVPD) on an isolated ion of composition C5H14N3 and charge +1.

Each atom is followed by the atoms it is bonded to, with distances in Å.
Element x y z (Å)
1 C 1.60503 -0.97806 1.55472  C2 1.529, H9 1.101, H10 1.085, H11 1.077
2 C 1.68023 0.16742 0.54509  C1 1.529, C3 1.538, N8 1.454, H12 1.085
3 C 0.63029 0.13719 -0.57819  C2 1.538, C4 1.610, H13 1.088, H14 1.088
4 C -0.89366 0.23996 -0.06898  C3 1.610, C5 1.543, N7 1.335, H19 1.102
5 C -1.87581 0.54741 -1.21899  C4 1.543, N6 1.435, H15 1.093, H16 1.083
6 N -3.12842 0.79336 -0.56359  C5 1.435, H17 1.013, H18 1.014
7 N -1.14400 -0.90162 0.57566  C4 1.335, H20 1.033
8 N 2.99126 0.26349 -0.07635  C2 1.454, H21 1.007, H22 1.020
9 H 1.44180 -1.93847 1.04255  C1 1.101
10 H 2.55557 -1.03964 2.07363  C1 1.085
11 H 0.82950 -0.83814 2.28947  C1 1.077
12 H 1.46417 1.07210 1.10377  C2 1.085
13 H 0.72429 -0.76358 -1.18200  C3 1.088
14 H 0.80506 0.99129 -1.22848  C3 1.088
15 H -1.85993 -0.25952 -1.95538  C5 1.093
16 H -1.54566 1.46722 -1.68550  C5 1.083
17 H -3.37745 0.05036 0.07914  N6 1.013
18 H -3.92448 1.03138 -1.14556  N6 1.014
19 H -0.98734 1.07662 0.64282  C4 1.102
20 H -1.70407 -1.49182 -0.06160  N7 1.033
21 H 2.95468 0.34973 -1.07867  N8 1.007
22 H 3.60626 -0.52004 0.14342  N8 1.020

Results
HOMO energy = -13.39 eV
total charge = +1

***

Q | ORCA calculation (ωB97M-V/def2-TZVPD) on a 2-piece molecular cluster, C5H14N3 overall.

Each atom is followed by the atoms it is bonded to, with distances in Å.
Element x y z (Å)
1 C -1.04062 0.29934 -2.62771  C2 1.498, H5 1.090, H6 1.094, H7 1.087
2 C -0.09830 1.39325 -2.22847  C1 1.498, C3 1.328, N4 1.427
3 C -0.31747 2.67064 -2.51918  C2 1.328, H8 1.082, H9 1.081
4 N 0.99094 0.99172 -1.39844  C2 1.427, H10 1.007, H11 1.011
5 H -1.69347 -0.03181 -1.82044  C1 1.090
6 H -0.50177 -0.57601 -3.00262  C1 1.094
7 H -1.67116 0.63004 -3.44946  C1 1.087
8 H 0.33900 3.47954 -2.22710  C3 1.082
9 H -1.12361 2.92359 -3.19304  C3 1.081
10 H 1.49231 0.19910 -1.76489  N4 1.007
11 H 1.64423 1.75073 -1.25989  N4 1.011
12 C 0.66487 -2.16194 3.63426  N13 1.454, H16 1.084, H17 1.088, H18 1.092
13 N -0.17647 -1.43129 2.69993  C12 1.454, C14 1.313, H19 1.004
14 C 0.28657 -0.88184 1.60143  N13 1.313, N15 1.303, H20 1.083
15 N -0.42523 -0.16906 0.77526  C14 1.303, H21 1.010, H22 1.041
16 H 0.25378 -3.11692 3.94027  C12 1.084
17 H 0.93357 -1.57263 4.50878  C12 1.088
18 H 1.60609 -2.37705 3.12417  C12 1.092
19 H -1.14862 -1.29732 2.91205  N13 1.004
20 H 1.33324 -1.04022 1.37259  C14 1.083
21 H -1.39644 0.03931 0.95849  N15 1.010
22 H 0.04857 0.27885 -0.03599  N15 1.041

Results
HOMO energy = -12.04 eV
total charge = +1

***

R | ORCA calculation (ωB97M-V/def2-TZVPD) on a 2-piece molecular cluster, C5H14N3 overall.

Each atom is followed by the atoms it is bonded to, with distances in Å.
Element x y z (Å)
1 C 1.81190 -0.33274 1.08993  N4 1.466, H5 1.089, H6 1.084, H7 1.087
2 N -0.43975 -3.18663 1.62165  C3 1.312, H8 1.013, H9 1.007
3 C 0.30886 -2.26305 1.06790  N2 1.312, N4 1.297, H10 1.082
4 N 0.98076 -1.36414 1.71808  C1 1.466, C3 1.297, H11 1.012
5 H 1.49639 0.65201 1.43074  C1 1.089
6 H 1.67982 -0.38503 0.01481  C1 1.084
7 H 2.85516 -0.52522 1.32862  C1 1.087
8 H -0.60698 -3.21076 2.62058  N2 1.013
9 H -0.96198 -3.84349 1.06478  N2 1.007
10 H 0.38138 -2.26112 -0.01199  C3 1.082
11 H 0.91793 -1.35223 2.72829  N4 1.012
12 N -1.14154 -0.04984 -1.72592  C13 1.474, H16 1.012, H17 1.013
13 C -1.05799 1.12274 -0.83660  N12 1.474, C15 1.503, H18 1.095, H19 1.086
14 C -0.68613 3.48091 -1.53975  C15 1.322, H20 1.085, H21 1.079
15 C -0.26750 2.22884 -1.47666  C13 1.503, C14 1.322, H22 1.089
16 H -1.31971 -0.90522 -1.21516  N12 1.012
17 H -0.29460 -0.17308 -2.26732  N12 1.013
18 H -0.58172 0.85866 0.11368  C13 1.095
19 H -2.05680 1.51242 -0.66557  C13 1.086
20 H -0.06819 4.24553 -1.99911  C14 1.085
21 H -1.64515 3.77204 -1.14113  C14 1.079
22 H 0.69581 1.97941 -1.91987  C15 1.089

Results
HOMO energy = -12.20 eV
total charge = +1

***

Which structure wins on stability? Q wins.

***

P | ORCA calculation (ωB97M-V/def2-TZVPD) on a 4-piece molecular cluster, C2H14N2O3 overall.

Each atom is followed by the atoms it is bonded to, with distances in Å.
Element x y z (Å)
1 C -1.37080 -0.16426 -1.48368  C2 1.529, N4 1.455, H5 1.101, H6 1.095
2 C -1.05894 0.87986 -0.41125  C1 1.529, N3 1.458, H7 1.087, H8 1.098
3 N -2.21408 1.11905 0.44509  C2 1.458, H9 1.009, H10 1.012
4 N -0.14613 -0.82987 -1.90167  C1 1.455, H11 1.008, H12 1.011
5 H -1.98951 -0.96448 -1.05009  C1 1.101
6 H -1.99280 0.30769 -2.25157  C1 1.095
7 H -0.10605 0.67422 0.07054  C2 1.087
8 H -0.90942 1.81053 -0.97518  C2 1.098
9 H -1.96392 1.49687 1.34683  N3 1.009
10 H -2.75483 0.27454 0.58016  N3 1.012
11 H -0.27371 -1.53507 -2.61026  N4 1.008
12 H 0.56964 -0.18301 -2.20469  N4 1.011
13 H -0.02113 -1.35563 2.01869  O15 0.959
14 H -0.36254 -1.55142 0.46253  O15 0.960
15 O -0.08203 -1.96612 1.28191  H13 0.959, H14 0.960
16 H 2.06082 1.02421 0.98376  O18 0.973
17 H 2.15396 2.36848 1.74353  O18 0.955
18 O 1.65012 1.90037 1.08123  H16 0.973, H17 0.955
19 H 2.08471 -0.86345 -0.41073  O21 0.969
20 H 2.08031 -1.37535 1.03952  O21 0.956
21 O 2.48674 -0.73179 0.46130  H19 0.969, H20 0.956

Results
HOMO energy = -9.19 eV
SMILES string = NCCN.O.O.O
total charge = 0

***

Q | ORCA calculation (ωB97M-V/def2-TZVPD) on a 4-piece molecular cluster, C2H14N2O3 overall.

Each atom is followed by the atoms it is bonded to, with distances in Å.
Element x y z (Å)
1 C 0.47725 1.24542 1.37593  C2 1.610, N4 1.517, H5 1.055, H6 1.075
2 C -0.96598 0.71271 0.90137  C1 1.610, N3 1.473, H7 1.156, H8 1.159
3 N -1.56044 -0.00105 2.04516  C2 1.473, H9 1.024, H10 0.973
4 N 1.44243 1.86673 0.38478  C1 1.517, H11 1.004, H12 1.018
5 H 0.97641 0.46138 1.87556  C1 1.055
6 H 0.40912 2.01568 2.12292  C1 1.075
7 H -0.59701 0.01019 0.06071  C2 1.156
8 H -1.60478 1.58106 0.47660  C2 1.159
9 H -1.59163 0.52473 2.92284  N3 1.024
10 H -2.43743 -0.40280 1.92007  N3 0.973
11 H 1.71367 2.77305 0.72092  N4 1.004
12 H 0.82688 2.03357 -0.40894  N4 1.018
13 H 2.18845 0.47637 -0.23742  O15 1.030
14 H 3.17169 -0.09158 -1.33893  O15 1.064
15 O 2.54389 -0.43782 -0.55327  H13 1.030, H14 1.064
16 H -2.12900 -1.89682 -2.37161  O18 0.961
17 H -3.15646 -2.89741 -2.88716  O18 0.967
18 O -2.75466 -2.04029 -3.08624  H16 0.961, H17 0.967
19 H 1.06218 -1.89496 -2.03708  O21 0.958
20 H 1.36189 -1.86369 -0.65380  O21 0.988
21 O 0.62353 -2.17448 -1.23239  H19 0.958, H20 0.988

Results
HOMO energy = -9.49 eV
SMILES string = NCCN.O.O.O
total charge = 0

***

Which structure wins on stability? P wins.